DFT (the ωB97M-V functional and the def2-TZVPD basis) results for a structure of composition C42H32GaN5P2Se.

Results
Molar mass ... 817.38 g mol⁻¹
E ... -6902.04010 hartree
E_HOMO ... -12.62 eV
Net charge ... +2
Kohn-Sham gap ... 0.2367 hartree

Last column: Mulliken charge in e.
Positions of all 83 atoms, in Å:
Ga: -0.015 0.198 0.572  -0.27
C: -0.441 -2.209 2.768  -1.49
P: -0.442 -2.170 0.930  1.97
C: 1.125 -2.839 0.306  0.26
C: 2.285 -2.888 1.074  -0.42
C: 3.487 -3.271 0.491  -0.90
C: 3.536 -3.603 -0.856  -0.64
C: 2.379 -3.559 -1.626  -0.82
C: 1.178 -3.175 -1.050  -0.66
C: -1.736 -3.266 0.333  0.49
C: -1.572 -4.644 0.491  -0.57
C: -2.584 -5.499 0.089  -0.71
C: -3.749 -4.987 -0.473  -0.57
C: -3.910 -3.619 -0.633  -0.74
C: -2.902 -2.754 -0.229  -0.19
C: -0.427 -0.806 3.317  0.16
C: -0.798 -0.299 4.536  -1.19
C: -0.662 1.118 4.459  -1.17
C: -0.203 1.406 3.201  0.09
C: 0.018 2.689 2.452  -1.11
P: -0.829 2.435 0.837  1.40
C: -2.589 2.400 1.199  0.49
C: -3.180 3.385 1.990  -0.49
C: -4.536 3.322 2.271  -0.81
C: -5.304 2.280 1.770  -0.65
C: -4.723 1.294 0.986  -0.90
C: -3.368 1.355 0.702  0.32
C: -0.434 3.717 -0.357  0.63
C: -1.330 4.738 -0.670  -0.71
C: -0.977 5.696 -1.611  -0.77
C: 0.258 5.635 -2.239  -0.58
C: 1.154 4.618 -1.931  -0.84
C: 0.807 3.657 -0.996  -0.12
N: -0.030 0.228 2.505  1.31
H: 0.408 -2.804 3.107  0.52
H: -1.343 -2.737 3.075  0.65
H: 2.266 -2.621 2.124  0.26
H: 4.385 -3.323 1.095  0.50
H: 4.472 -3.916 -1.301  0.48
H: 2.412 -3.839 -2.672  0.49
H: 0.273 -3.157 -1.649  0.46
H: -0.659 -5.043 0.919  0.45
H: -2.465 -6.568 0.211  0.43
H: -4.535 -5.661 -0.787  0.42
H: -4.820 -3.226 -1.069  0.46
H: -3.028 -1.682 -0.340  0.27
H: -1.152 -0.865 5.385  0.58
H: -0.901 1.830 5.235  0.55
H: 1.072 2.896 2.251  0.45
H: -0.398 3.548 2.976  0.65
H: -2.586 4.197 2.394  0.40
H: -4.993 4.086 2.886  0.43
H: -6.363 2.235 1.995  0.42
H: -5.326 0.480 0.602  0.48
H: -2.908 0.586 0.090  -0.10
H: -2.301 4.782 -0.191  0.42
H: -1.670 6.491 -1.852  0.44
H: 0.525 6.384 -2.974  0.41
H: 2.119 4.580 -2.419  0.47
H: 1.510 2.870 -0.743  0.27
Se: 5.469 -0.420 -4.699  0.34
N: 3.706 -0.453 -4.808  -0.87
C: 3.253 -0.262 -3.598  0.95
C: 1.831 -0.213 -3.271  0.61
C: 0.808 -0.344 -4.212  -0.92
C: -0.505 -0.288 -3.794  -1.11
C: -0.774 -0.107 -2.443  -0.24
N: 0.195 0.022 -1.544  0.33
C: 1.477 -0.025 -1.942  0.03
C: 2.486 0.130 -0.897  -0.61
N: 2.023 0.286 0.356  0.99
C: 2.876 0.443 1.366  -0.39
C: 4.250 0.462 1.157  -1.20
C: 4.738 0.292 -0.122  -0.81
C: 3.843 0.116 -1.181  0.58
C: 4.246 -0.092 -2.567  0.77
N: 5.493 -0.146 -2.955  -0.87
H: 1.066 -0.489 -5.254  0.61
H: -1.322 -0.384 -4.495  0.54
H: -1.792 -0.063 -2.074  0.42
H: 2.437 0.539 2.352  0.62
H: 4.915 0.598 1.999  0.52
H: 5.802 0.291 -0.328  0.61

=====

DFT (the ωB97M-V functional and the def2-TZVPD basis) results for a structure of composition C42H33N2O5P2Re.

Results
<S²> ... 1.096
Molar mass ... 893.89 g mol⁻¹
E ... -2866.07412 hartree
E_HOMO (spin up / spin down) ... -16.65 / -16.65 eV
Net charge ... +3
Multiplicity ... 2
Kohn-Sham gap (spin up / spin down) ... 0.2092 / 0.2246 hartree
ΔE to the lowest compared entry with this formula, charge and spin ... 9.55 kcal/mol

Last column: Mulliken spin population.
Positions of all 85 atoms, in Å:
Re: 0.546 -0.299 0.163  1.18
O: -2.401 0.070 0.786  -0.07
C: -3.297 -0.483 -0.134  -0.03
C: -4.619 -0.121 -0.295  0.00
C: -5.378 -0.794 -1.247  0.00
C: -4.829 -1.794 -2.039  0.00
C: -3.489 -2.111 -1.906  -0.01
C: -2.728 -1.437 -0.954  0.01
P: -1.012 -1.893 -0.672  -0.06
C: -1.082 -3.472 0.186  0.00
C: -1.111 -4.669 -0.536  0.00
C: -1.219 -5.869 0.147  0.00
C: -1.327 -5.879 1.531  0.00
C: -1.333 -4.686 2.244  0.00
C: -1.220 -3.479 1.575  -0.01
C: -0.168 -2.018 -2.250  0.08
C: -0.502 -1.075 -3.242  -0.02
C: 0.081 -1.166 -4.494  -0.01
C: 1.001 -2.178 -4.758  0.02
C: 1.390 -3.064 -3.758  -0.01
C: 0.826 -2.979 -2.495  0.01
C: -2.720 1.182 1.548  -0.01
C: -3.840 1.304 2.340  0.00
C: -4.039 2.504 3.015  0.00
C: -3.137 3.560 2.909  0.00
C: -1.975 3.401 2.176  0.00
C: -1.773 2.197 1.499  0.02
P: -0.251 1.896 0.630  -0.04
C: -0.293 2.427 -1.055  0.06
C: -1.524 2.634 -1.695  0.01
C: -1.534 2.962 -3.038  0.00
C: -0.336 3.064 -3.746  0.00
C: 0.886 2.853 -3.117  -0.01
C: 0.914 2.524 -1.772  -0.03
C: 1.076 2.568 1.623  -0.01
C: 1.276 1.938 2.861  -0.02
C: 2.275 2.391 3.706  0.00
C: 3.076 3.462 3.317  0.00
C: 2.861 4.099 2.100  0.00
C: 1.861 3.659 1.245  0.00
H: -5.069 0.662 0.296  0.00
H: -6.422 -0.532 -1.364  0.00
H: -5.440 -2.316 -2.763  0.00
H: -3.036 -2.862 -2.543  0.00
H: -1.057 -4.678 -1.617  0.00
H: -1.211 -6.800 -0.405  0.00
H: -1.435 -6.819 2.054  0.00
H: -1.428 -4.697 3.322  0.00
H: -1.251 -2.552 2.135  0.00
H: -1.242 -0.307 -3.040  0.00
H: -0.192 -0.465 -5.272  0.00
H: 1.420 -2.276 -5.751  0.00
H: 2.125 -3.831 -3.967  0.00
H: 1.140 -3.659 -1.714  0.00
H: -4.527 0.478 2.469  0.00
H: -4.913 2.610 3.644  0.00
H: -3.330 4.493 3.420  0.00
H: -1.238 4.194 2.130  0.00
H: -2.450 2.574 -1.135  0.00
H: -2.475 3.154 -3.537  0.00
H: -0.358 3.326 -4.797  0.00
H: 1.808 2.960 -3.674  0.00
H: 1.855 2.401 -1.253  0.00
H: 0.635 1.119 3.172  -0.02
H: 2.426 1.919 4.669  0.00
H: 3.864 3.809 3.973  0.00
H: 3.470 4.950 1.820  0.00
H: 1.679 4.180 0.313  0.00
C: 3.887 0.820 -1.753  0.01
C: 3.737 0.367 -0.347  0.01
N: 2.653 -0.163 0.240  -0.09
C: 3.039 -0.557 1.525  0.01
C: 4.330 -0.227 1.721  0.00
N: 4.732 0.353 0.542  0.00
C: 5.250 -0.153 2.910  0.00
O: 5.022 -0.962 3.921  0.00
O: 6.122 0.665 2.861  0.00
C: 2.077 -1.279 2.350  -0.04
O: 2.337 -1.844 3.365  0.03
O: 0.826 -1.281 1.803  0.02
H: 3.001 0.577 -2.334  0.00
H: 4.743 0.322 -2.209  0.00
H: 4.076 1.895 -1.800  0.00
H: 5.675 0.707 0.406  0.00
H: 4.214 -1.503 3.818  0.00

=====

- What is the molar mass in the first record?
  817.38 g mol⁻¹

=====

- The lowest net charge belongs to which entry?
  C42H32GaN5P2Se

=====

- Among the records above, which one has the lowest net charge?
  C42H32GaN5P2Se